1.
DFT (the ωB97M-V functional and the def2-TZVPD basis) results for an isolated molecule of C2H8N2.

Cartesian coordinates (Å):
H (-1.900, 0.074, 1.432)
H (2.217, 0.084, -1.278)
N (1.899, 0.558, -0.445)
H (1.613, 1.494, -0.706)
H (0.957, -0.096, 1.295)
C (0.824, -0.154, 0.208)
N (-0.469, 0.465, -0.063)
H (-2.444, -0.232, -0.217)
H (0.848, -1.194, -0.143)
H (-1.377, -1.367, 0.501)
C (-1.595, -0.296, 0.463)
H (-0.573, 0.663, -1.049)

Results
- SMILES string: CNCN
- E_tot: -5183.4147 eV
- HOMO-LUMO gap: 10.054 eV
- ΔE to the lowest compared entry with this formula, charge and spin: 31.2 kJ/mol
- LUMO level: 1.24 eV

2.
DFT (the ωB97M-V functional and the def2-TZVPD basis) results for a cluster of 2 separate species, C8H9IO4S in total at a distorted geometry.

Cartesian coordinates (Å):
C (2.446, 1.024, -0.679)
H (-2.278, 0.457, 2.508)
S (-3.218, 0.272, 0.185)
O (-4.024, 1.062, -0.711)
H (-2.720, -2.048, 0.645)
O (-1.772, 1.013, 0.286)
C (-2.686, -1.368, -0.223)
I (0.313, -0.884, -2.599)
C (3.265, 0.377, 0.219)
H (4.342, 0.425, 0.271)
C (1.081, 1.049, -0.420)
H (-1.743, -1.195, -0.661)
C (-0.796, 0.557, 1.125)
H (1.191, -0.574, 2.595)
H (-3.242, -1.877, -0.946)
H (0.446, 1.767, -1.000)
C (1.474, -0.142, 1.649)
C (0.584, 0.488, 0.815)
O (-1.277, 0.151, 2.289)
O (-3.719, 0.256, 1.558)
H (2.762, 1.446, -1.683)
C (2.770, -0.214, 1.357)
H (3.314, -0.814, 2.019)

Results
- E_tot: -35564.9720 eV
- HOMO-LUMO gap (alpha / beta): 5.292 / 5.283 eV
- ΔE to the lowest compared entry with this formula, charge and spin: 100.6 kJ/mol
- LUMO level (alpha / beta): -2.07 / -2.07 eV

3.
DFT (the ωB97M-V functional and the def2-TZVPD basis) results for an isolated molecule of C8H10ClNO2 at a distorted geometry.

Cartesian coordinates (Å):
C (0.575, -1.017, -0.404)
H (4.239, 1.280, 0.189)
H (2.889, 0.089, -1.546)
C (2.405, 0.764, -0.826)
N (3.493, -0.332, 1.203)
C (3.252, 0.881, 0.474)
O (1.429, -2.075, -0.453)
C (-1.319, 1.049, -0.068)
H (2.746, 1.606, 1.093)
C (0.993, 0.342, -0.530)
H (2.371, 1.786, -1.270)
H (-1.078, -2.337, -0.081)
H (2.340, -1.715, -0.478)
H (2.684, -0.757, 1.647)
C (0.030, 1.323, -0.353)
O (-2.170, 2.104, 0.155)
H (4.115, -0.988, 0.749)
H (-3.087, 1.763, 0.264)
C (-1.702, -0.276, -0.012)
H (0.342, 2.372, -0.462)
C (-0.755, -1.298, -0.179)
Cl (-3.350, -0.683, 0.309)

Results
- SMILES string: NCCc1cc(O)c(Cl)cc1O
- E_tot: -26565.8011 eV
- HOMO-LUMO gap: 8.863 eV
- ΔE to the lowest compared entry with this formula, charge and spin: 0.0 kJ/mol
- LUMO level: 0.67 eV

4.
DFT (the ωB97M-V functional and the def2-TZVPD basis) results for a structure of composition C8H8Cl2IrN2O3V at a distorted geometry.

Cartesian coordinates (Å):
H (-2.004, 1.624, 0.692)
O (-0.890, 2.284, -10.285)
C (-0.753, -1.177, 0.993)
H (-2.123, 3.305, 1.264)
H (2.364, 2.456, 4.943)
C (-1.892, 2.273, 1.575)
Cl (-0.368, 2.252, -6.166)
Ir (0.032, 0.756, -7.841)
C (0.173, 2.828, 3.067)
N (1.589, 1.509, 2.028)
C (1.506, 2.403, 3.013)
C (0.653, -0.994, -7.923)
H (2.413, 1.001, 1.719)
H (2.877, 3.790, 3.890)
H (3.541, 2.171, 3.658)
N (0.357, 1.321, 1.412)
H (-0.206, 3.532, 3.789)
C (2.633, 2.722, 3.913)
C (-0.508, 2.179, 2.038)
O (1.010, -2.106, -8.022)
Cl (1.730, -0.318, -0.972)
C (-0.514, 1.671, -9.364)
H (-2.592, 1.925, 2.354)
V (-0.107, 0.219, 0.013)
O (-1.153, -2.068, 1.656)

Results
- Net charge: +4
- E_tot: -71067.9378 eV
- HOMO-LUMO gap (alpha / beta): 2.652 / 2.211 eV
- Multiplicity: 7
- ΔE to the lowest compared entry with this formula, charge and spin: 0.0 kJ/mol
- LUMO level (alpha / beta): -17.35 / -18.59 eV

5.
DFT (the ωB97M-V functional and the def2-TZVPD basis) results for a structure of composition C3H4Br3IO at a distorted geometry.

Cartesian coordinates (Å):
C (0.097, -1.592, -1.016)
I (-3.558, 1.403, -1.009)
H (-0.874, -0.188, -2.717)
Br (-1.389, 2.245, 1.566)
Br (-3.061, -0.273, 1.611)
H (-3.828, 2.306, 1.642)
H (0.213, 0.263, -0.112)
C (-0.079, -0.267, -1.000)
Br (0.185, -2.514, -2.815)
C (-3.156, 1.646, 1.137)
O (-0.674, 0.408, -1.993)
H (0.133, -2.161, -0.094)

Results
- E_tot: -223449.1395 eV
- HOMO-LUMO gap: 8.342 eV
- ΔE to the lowest compared entry with this formula, charge and spin: 0.0 kJ/mol
- LUMO level: -0.60 eV

6.
DFT (the ωB97M-V functional and the def2-TZVPD basis) results for the ion C5H6N with charge +1 at a distorted geometry.

Cartesian coordinates (Å):
C (-1.921, 0.330, -0.124)
N (-0.862, 1.282, -0.349)
C (2.670, -0.394, 0.121)
C (1.440, 0.294, 0.021)
C (0.382, 0.736, -0.306)
H (2.614, -0.963, 1.116)
H (2.563, -1.067, -0.699)
H (-3.057, -0.889, 1.203)
H (3.382, 0.375, 0.091)
H (-3.292, -1.371, -0.671)
H (-1.108, 2.324, -0.521)
C (-2.812, -0.657, 0.119)

Results
- SMILES string: C=C=[NH+]C#CC
- Net charge: +1
- E_tot: -6759.6392 eV
- HOMO-LUMO gap (alpha / beta): 8.251 / 8.250 eV
- ΔE to the lowest compared entry with this formula, charge and spin: 534.4 kJ/mol
- LUMO level (alpha / beta): -5.85 / -5.85 eV

7.
DFT (the ωB97M-V functional and the def2-TZVPD basis) results for an isolated molecule of C18H25N5O2S at a distorted geometry.

Cartesian coordinates (Å):
H (2.937, 0.653, 4.518)
H (-0.428, 4.438, 0.368)
O (0.149, -2.585, 2.756)
O (-2.909, -1.284, -3.348)
H (0.047, -1.158, -4.408)
C (0.969, -2.352, 0.013)
H (1.396, -2.643, 0.957)
C (-0.933, -1.644, -1.294)
H (-1.650, -1.513, -6.165)
C (-1.958, -1.119, -4.073)
H (1.288, 0.758, -1.078)
H (-1.560, 0.200, -5.724)
N (-1.633, 1.284, 0.359)
H (1.489, -0.515, 2.859)
C (0.920, 1.562, 2.868)
C (3.190, 0.654, 3.460)
N (-0.251, 1.386, 2.051)
C (-0.146, -1.619, -2.435)
N (-2.200, 0.627, 1.379)
C (-0.209, 3.837, -0.513)
C (-1.374, 0.683, 2.387)
C (1.941, 0.449, 2.615)
H (0.447, 4.406, -1.167)
C (0.455, 2.517, -0.117)
C (-2.032, -1.769, 3.291)
C (1.208, -1.945, -2.347)
H (-2.046, -2.412, 4.169)
H (1.375, 2.727, 0.439)
C (-0.917, -2.181, 2.343)
H (3.668, 1.602, 3.221)
H (1.453, 2.250, -2.015)
C (-0.377, -2.011, -0.071)
N (-1.230, -1.984, 1.038)
H (3.901, -0.146, 3.277)
H (-3.013, -1.712, 2.824)
H (-3.131, -0.619, -5.784)
H (1.828, -1.914, -3.231)
C (-0.473, 1.737, 0.748)
H (-1.972, -1.368, -1.355)
H (-2.142, -1.591, 0.830)
H (1.358, 2.541, 2.652)
N (-0.654, -1.258, -3.687)
C (1.749, -2.307, -1.129)
H (2.204, 0.435, 1.555)
H (-0.121, 1.441, -1.887)
S (-1.591, -0.107, 3.929)
C (-2.081, -0.737, -5.535)
H (-1.141, 3.633, -1.032)
C (0.795, 1.687, -1.357)
H (2.796, -2.562, -1.066)
H (0.604, 1.547, 3.914)

Results
- SMILES string: CCCn1c(SCC(=O)Nc2cccc(NC(C)=O)c2)nnc1C(C)C
- E_tot: -41454.1527 eV
- HOMO-LUMO gap: 8.953 eV
- ΔE to the lowest compared entry with this formula, charge and spin: 1.9 kJ/mol
- LUMO level: 0.67 eV

8.
DFT (the ωB97M-V functional and the def2-TZVPD basis) results for a structure of composition C22H33Cl2N4O3Pd at a distorted geometry.

Cartesian coordinates (Å):
N (3.655, -0.631, 1.650)
H (-4.757, -0.795, 3.494)
C (-5.097, -1.918, -3.509)
H (-1.519, 3.102, -0.613)
H (4.409, -2.030, 3.021)
C (1.882, -0.009, -3.049)
H (2.313, -1.460, 0.321)
C (0.535, 0.061, -2.370)
H (-4.706, -1.163, -4.196)
H (1.652, 4.702, -0.201)
C (-0.380, -0.922, -2.312)
H (-1.219, -2.538, -3.353)
H (-6.917, -2.267, -4.625)
H (0.248, 1.029, 1.155)
H (1.775, -0.484, -4.035)
C (-3.821, -0.310, 3.236)
N (-0.398, 4.835, -0.470)
C (-6.824, -3.500, -2.856)
H (2.280, 1.002, -3.195)
H (3.619, 1.404, 2.086)
H (0.562, -2.394, -3.518)
H (-1.608, 6.133, -1.636)
H (-2.549, -0.886, -2.816)
C (-3.217, -0.644, 2.035)
C (-3.010, -1.619, -2.130)
H (-3.663, 0.940, 4.991)
H (-4.237, -3.528, -0.625)
H (5.253, 0.743, 1.771)
H (-1.468, 1.984, 4.241)
H (-0.147, -3.001, -1.990)
H (-1.505, 6.522, 0.099)
O (-2.589, -1.798, -0.953)
C (4.264, -1.919, 1.938)
H (3.601, -2.710, 1.570)
H (1.148, 5.852, -1.477)
C (-6.329, -2.532, -3.743)
H (0.237, 2.004, 2.582)
O (2.163, 0.576, 0.394)
H (4.441, 0.365, 3.301)
Cl (0.038, -2.255, 0.569)
C (4.276, 0.544, 2.233)
H (-6.445, -4.584, -1.040)
C (-4.320, -2.274, -2.392)
H (5.247, -2.015, 1.451)
H (-3.638, -1.349, 1.315)
C (-1.997, 1.224, 3.668)
C (-6.064, -3.837, -1.730)
O (0.489, 2.733, -0.431)
N (-0.225, 1.304, 2.021)
C (2.671, -0.499, 0.736)
Cl (-2.561, 1.179, -1.115)
H (-2.466, 5.108, -0.448)
C (-0.482, 3.490, -0.509)
H (0.921, 6.288, 0.229)
H (-7.789, -3.977, -3.050)
H (0.328, 1.006, -1.863)
C (0.912, 5.456, -0.480)
C (-1.559, 5.699, -0.625)
Pd (-1.303, -0.540, -0.180)
C (-3.196, 0.647, 4.052)
C (-0.288, -2.296, -2.823)
N (-2.052, -0.088, 1.697)
H (2.644, -0.567, -2.478)
C (-1.400, 0.813, 2.447)
C (-4.826, -3.239, -1.496)

Results
- Net charge: -1
- E_tot: -63976.3225 eV
- HOMO-LUMO gap (alpha / beta): 4.295 / 5.810 eV
- Multiplicity: 3
- ΔE to the lowest compared entry with this formula, charge and spin: 0.0 kJ/mol
- LUMO level (alpha / beta): 2.55 / 2.61 eV

9.
DFT (the ωB97M-V functional and the def2-TZVPD basis) results for a structure of composition C20H40N3O5S2.

Cartesian coordinates (Å):
C (3.838, -1.845, -4.739)
C (2.104, -0.230, -0.607)
C (1.228, 2.972, 0.924)
O (2.677, -2.724, -0.919)
C (-0.779, 2.136, 2.298)
H (-3.675, -0.063, 4.190)
H (-4.950, -1.949, 3.900)
H (3.181, 1.956, -6.647)
C (2.752, -0.790, -4.853)
H (1.737, 2.019, 1.064)
C (4.234, 1.096, -4.970)
C (0.544, 3.032, -0.452)
H (0.379, 1.960, -2.316)
C (-5.644, -1.777, 0.774)
H (-0.294, -1.189, 1.975)
H (-7.997, 0.499, 0.965)
N (2.765, -1.694, 1.405)
H (-1.579, -0.910, 4.350)
H (0.295, 0.583, 0.207)
H (4.940, 1.871, -6.849)
H (-1.582, -0.161, 1.446)
H (0.315, -2.700, 2.851)
N (1.065, -2.197, 3.307)
H (2.401, -0.708, -5.889)
H (-1.948, -2.161, 3.203)
O (3.121, 0.487, -4.354)
O (0.564, -2.178, 0.234)
H (-5.030, -2.564, 0.369)
H (4.718, -1.604, -5.338)
C (-0.250, 0.796, 2.849)
H (0.947, -1.199, 3.200)
H (-0.199, 4.170, 1.990)
H (0.799, 0.720, 2.553)
H (-3.944, -2.518, 2.533)
H (-0.542, 3.060, -0.356)
H (4.148, -1.952, -3.699)
O (2.255, -4.051, 2.253)
H (-7.050, -1.299, -0.822)
H (-1.562, 2.536, 2.947)
H (3.454, -2.806, -5.083)
H (2.001, 2.024, -1.663)
C (0.302, 3.205, 2.124)
S (1.980, -1.894, 0.043)
H (0.816, 3.974, -0.935)
H (-0.296, 0.820, 3.938)
C (-1.007, -0.444, 2.330)
N (-5.481, -1.266, 2.023)
H (1.894, -1.086, -4.249)
C (-1.971, -1.079, 3.346)
C (-7.176, -0.185, 1.103)
C (0.952, 1.888, -1.391)
H (0.137, -0.127, -1.407)
H (4.355, 2.048, -4.451)
H (2.732, 0.330, 0.085)
H (-6.478, 0.249, 3.158)
H (2.620, -0.257, -1.565)
C (-3.422, -0.562, 3.254)
H (-3.490, 0.184, 2.462)
H (5.146, 0.517, -4.783)
H (-1.243, 1.948, 1.329)
C (0.767, 0.487, -0.767)
C (-6.414, -0.294, 2.231)
S (2.511, -2.683, 2.626)
C (4.066, 1.346, -6.460)
H (0.908, 3.281, 3.029)
C (-4.457, -1.667, 2.971)
H (3.960, 0.417, -7.021)
C (-6.685, -1.130, 0.176)
H (2.008, 3.735, 0.962)
O (3.529, -2.407, 3.606)

Results
- Net charge: -1
- E_tot: -57767.8828 eV
- HOMO-LUMO gap: 8.244 eV
- LUMO level: 2.64 eV

10.
DFT (the ωB97M-V functional and the def2-TZVPD basis) results for an isolated molecule of C3H5NO3 at a distorted geometry.

Cartesian coordinates (Å):
O (1.216, -0.300, 0.984)
C (-1.124, 0.802, -0.201)
H (-1.468, 1.789, -0.556)
H (-1.740, 0.035, -0.335)
C (0.318, -1.262, 1.172)
H (-0.941, 0.865, 0.790)
H (0.021, -1.703, 0.077)
O (2.352, -0.105, -0.905)
N (1.294, 0.177, -0.423)
C (0.156, 0.525, -0.934)
H (-0.022, 0.802, -1.908)
O (-0.061, -1.625, 2.237)

Results
- SMILES string: C/C=[N+](/[O-])OC=O
- E_tot: -10819.8185 eV
- HOMO-LUMO gap: 10.100 eV
- ΔE to the lowest compared entry with this formula, charge and spin: 566.3 kJ/mol
- LUMO level: 0.34 eV

11.
DFT (the ωB97M-V functional and the def2-TZVPD basis) results for a structure of composition C33H60Br2F4N3O11S3 at a distorted geometry.

Cartesian coordinates (Å):
H (1.267, 4.486, 4.196)
H (2.397, -0.603, -1.164)
O (6.670, 2.095, -0.323)
H (1.451, 6.137, 2.561)
C (-7.172, 0.652, -0.584)
H (-0.471, -5.092, -6.749)
N (-1.544, 1.392, 0.573)
H (-0.194, -3.627, -4.543)
H (-3.124, 1.436, 1.824)
H (-7.561, 3.481, 0.781)
F (-4.902, 4.727, 0.083)
S (2.182, -3.666, -4.767)
C (2.711, -2.753, -0.748)
C (-0.426, 2.163, -0.016)
H (-1.987, 4.280, 1.241)
H (2.909, -3.709, -1.316)
H (-1.156, -1.449, 4.640)
F (-6.535, 0.759, -1.807)
C (4.503, 1.367, -1.259)
H (-5.462, -2.033, -2.797)
H (-1.104, -3.849, 6.499)
H (-5.077, 2.266, 1.892)
H (3.702, -4.900, -6.128)
H (0.949, -1.591, 6.640)
H (1.359, -4.463, 5.651)
C (1.201, 5.128, 2.085)
O (0.358, 1.313, -0.855)
C (-6.674, 1.714, 0.488)
H (-3.624, 3.881, 2.124)
H (1.486, -3.932, 0.679)
C (-1.802, 3.182, 3.153)
H (2.301, 3.714, -0.438)
H (3.129, -3.406, -6.921)
S (0.601, -2.917, 4.039)
C (-5.180, 1.625, 0.949)
H (0.855, 3.067, 3.061)
H (7.989, 0.376, -0.388)
C (-0.869, 4.440, 3.572)
C (-3.864, -0.444, -2.861)
H (0.430, 5.313, 1.272)
C (-2.763, 2.142, 0.990)
H (1.759, -6.106, -6.690)
O (0.434, -4.091, 3.214)
C (1.488, -2.866, 0.288)
H (-0.980, 4.594, 4.691)
H (0.889, 2.853, -2.272)
H (-5.002, 0.556, 1.328)
C (-0.797, -2.817, 6.301)
H (5.974, -0.609, 0.838)
H (1.830, 1.303, -2.312)
C (-4.640, -1.613, -2.132)
C (0.380, -4.459, -6.492)
F (-8.527, 0.941, -0.856)
H (2.144, 4.746, 1.568)
O (3.809, 2.629, -1.386)
H (6.485, 0.600, -1.883)
O (1.197, -1.699, 3.534)
C (0.689, 4.169, 3.262)
H (-1.427, -2.166, 6.910)
H (-1.234, 5.374, 3.027)
O (2.122, -2.224, -4.823)
H (-0.728, 3.064, -0.638)
H (2.594, 2.035, 0.279)
O (0.216, -2.511, -0.292)
H (0.485, -5.281, -4.485)
H (6.137, 2.335, -2.409)
H (1.787, -2.211, 1.177)
H (0.177, 2.587, 0.866)
F (-7.163, -0.616, -0.011)
H (-0.734, -1.911, 1.439)
C (-2.607, 3.503, 1.778)
C (1.701, -5.054, -6.985)
N (-1.615, -0.925, -0.221)
H (-3.915, -2.462, -1.888)
C (6.603, 0.183, 1.347)
H (3.430, -1.450, -2.417)
H (4.336, 0.867, -0.248)
C (-0.963, -2.509, 4.810)
N (-3.361, 0.795, -0.766)
C (1.347, 2.054, -1.594)
H (0.391, -0.678, 0.694)
H (7.354, -0.369, 2.012)
H (1.569, -1.716, -2.429)
S (-4.165, 3.578, -0.915)
H (-1.168, 2.234, 3.066)
O (-2.868, 4.214, -1.287)
C (-0.403, -1.441, 0.444)
Br (-3.711, -0.671, -4.835)
H (8.258, 1.597, 0.952)
H (1.780, -5.015, -8.073)
C (2.835, -4.269, -6.321)
C (-2.113, 0.280, -0.152)
H (4.150, 0.707, -2.122)
C (2.491, -1.555, -1.786)
C (0.686, -2.653, 6.641)
C (-4.004, 1.933, -0.081)
H (3.687, -2.508, -0.196)
H (-1.754, -3.109, 4.360)
H (-2.149, -1.593, -0.804)
O (-7.157, 2.984, 0.040)
C (2.553, 2.629, -0.697)
H (0.223, -3.478, -6.951)
O (-4.975, 3.448, -2.177)
C (1.447, -3.381, 5.540)
H (-2.555, 3.023, 4.000)
C (0.532, -4.310, -4.983)
H (2.495, -3.093, 5.480)
C (6.075, 1.608, -1.537)
C (-3.274, 0.667, -2.200)
H (-5.073, -1.207, -1.171)
H (-7.307, 1.481, 1.421)
O (2.819, -4.370, -3.677)
Br (-2.288, 1.882, -3.441)
H (0.922, -3.058, 7.626)
H (5.963, 0.814, 2.047)
C (7.454, 1.080, 0.328)

Results
- Net charge: +1
- E_tot: -245631.5353 eV
- HOMO-LUMO gap: 7.294 eV
- LUMO level: -3.70 eV

12.
DFT (the ωB97M-V functional and the def2-TZVPD basis) results for a cluster of 2 separate species, C4H12NO4 in total at a distorted geometry.

Cartesian coordinates (Å):
C (1.402, 0.277, -0.165)
H (-0.864, 0.468, -1.546)
H (-0.900, -2.794, 0.487)
H (-2.585, 0.658, 1.031)
O (1.551, -0.325, -1.389)
H (0.854, 0.069, 2.105)
C (-0.974, 0.830, -0.457)
H (-2.769, 2.118, 0.130)
H (-0.499, -1.980, -0.888)
H (-0.709, 1.908, -0.522)
H (0.696, -2.375, 0.242)
H (-3.151, 0.496, -0.669)
O (-0.052, 0.339, 1.747)
O (2.130, -0.381, 0.752)
C (-0.007, 0.439, 0.471)
H (2.677, 1.633, -0.398)
N (-0.266, -2.120, 0.086)
C (-2.454, 1.010, 0.032)
O (1.751, 1.636, -0.255)
H (2.980, -0.696, 0.357)
H (1.189, -1.211, -1.150)

Results
- Net charge: +1
- E_tot: -14014.5650 eV
- HOMO-LUMO gap: 10.544 eV
- ΔE to the lowest compared entry with this formula, charge and spin: 184.9 kJ/mol
- LUMO level: -4.47 eV